21
Properties=species:S:1:pos:R:3 method="wB97M-V/def2-TZVPD" smiles="C[C@]1(O)C(O)(O)NC(=O)C1(O)O" spin_multiplicity=1 de_lowest_ev=0.000 gap_ev=10.0207
C -1.58773 -0.80007 -0.36132
C -1.05820 0.56110 0.29809
C 0.52417 0.50093 0.01605
C 0.83428 -0.98836 0.11888
C 0.71452 0.91575 -1.41375
N -0.49351 -1.57066 -0.31714
O -2.63779 -1.03643 -0.90121
O -1.64209 1.61430 -0.44280
O -1.32878 0.55717 1.69419
O 1.15799 1.37016 0.86626
O 1.01098 -1.34031 1.49381
O 1.95944 -1.46761 -0.56213
H 1.79142 1.24535 -1.66294
H 0.07241 1.69038 -1.66716
H 0.34037 0.04638 -2.03058
H -0.48669 -2.43870 -0.95218
H -1.43765 2.44686 0.15424
H -2.32025 0.44633 1.85432
H 1.65421 0.94916 1.70627
H 0.50830 -0.79024 2.04555
H 2.42458 -1.91150 0.06356

***

16
Properties=species:S:1:pos:R:3 method="wB97M-V/def2-TZVPD" smiles=CC[C@H](N)CF spin_multiplicity=1 de_lowest_ev=2.025 gap_ev=10.8671
C 2.00296 -0.54283 1.29216
C 0.91753 0.26467 0.37444
C -0.50017 0.15847 0.56703
C -1.13893 0.92746 -0.63503
H 1.67906 -0.52401 2.36565
H 1.93026 -1.72313 1.05491
H 3.01468 -0.09082 0.91221
H 0.89712 -0.11225 -0.75367
H 1.30519 1.28286 0.28884
H -0.89231 0.44765 1.53518
H -0.59834 -1.38066 -0.52028
H -2.00257 -1.22845 0.32352
H -1.03355 2.05595 -0.64744
H -2.27367 0.56521 -0.77488
N -0.93977 -1.29614 0.38231
F -0.34843 0.54822 -1.78353

***

29
Properties=species:S:1:pos:R:3 method="wB97M-V/def2-TZVPD" smiles="CCCCC[C@H](CC(=O)O)C(=O)O" spin_multiplicity=1 de_lowest_ev=0.174 gap_ev=11.1234
C -3.08035 1.65167 0.89124
C -2.06508 1.38905 1.99766
C -0.75175 0.81670 1.46201
C -0.84920 -0.66544 1.10869
C 0.40181 -1.20605 0.41422
H 1.29445 -0.88065 0.95013
H 0.37191 -2.29712 0.44057
C 0.50242 -0.76404 -1.05036
C 1.03130 0.65241 -1.17040
O 1.97920 1.08971 -0.57569
O 0.34471 1.36732 -2.06716
H 0.73542 2.24930 -2.17482
C 1.45578 -1.65778 -1.87465
C 2.90784 -1.31717 -1.61106
O 3.63307 -0.77846 -2.40177
O 3.30927 -1.69946 -0.39913
H 4.21649 -1.39731 -0.23553
H 1.27121 -1.50910 -2.93943
H 1.28289 -2.70235 -1.61527
H -0.48584 -0.80191 -1.51735
H -1.71497 -0.83845 0.46651
H -1.00901 -1.23101 2.02987
H -0.45987 1.39019 0.58162
H 0.03446 0.94559 2.20896
H -2.49259 0.70094 2.73016
H -1.85639 2.33063 2.51007
H -3.98824 2.08446 1.30443
H -3.34737 0.73214 0.37639
H -2.67156 2.34622 0.16010

***

100
Properties=species:S:1:pos:R:3 method="wB97M-V/def2-TZVPD" smiles="CCOC(=O)CCC[C@H]1OC(=O)O[C@@]1(CC=O)OC[C@H](C)C(C)C.COCCNCCOC.COCCNCCOC" spin_multiplicity=1 gap_ev=9.2120
C 5.11932 0.02740 2.90046
C 4.08377 1.19220 3.30998
O 3.31212 1.72158 2.20214
C 1.99718 1.18199 2.16219
O 1.17165 1.23335 3.09552
C 1.57996 0.40022 0.80987
C 2.44434 -0.95086 0.80581
C 2.12978 -1.93022 -0.42501
C 3.35517 -2.91796 -0.71615
O 2.78339 -3.89991 -1.65180
C 3.82322 -4.05788 -2.61211
O 3.62729 -4.94606 -3.44814
O 4.89077 -3.13113 -2.47637
C 4.74072 -2.35155 -1.26616
C 5.79527 -2.82444 -0.11394
C 7.06223 -1.83500 -0.00841
O 8.22802 -2.20161 -0.29794
O 4.98063 -0.94550 -1.29537
C 4.36549 -0.29695 -2.43930
C 4.33075 1.27985 -2.08450
C 3.27791 2.10398 -2.96201
C 5.77557 1.98006 -2.09530
C 6.24106 2.31869 -0.58042
C 6.93015 1.14696 -2.81967
H 5.30522 -0.05082 1.77686
H 6.14040 0.29895 3.36253
H 4.77447 -0.95294 3.37620
H 3.43732 0.79309 4.16841
H 4.72758 2.05731 3.71432
H 0.48031 0.11891 0.79016
H 1.83194 1.09836 -0.05337
H 3.54036 -0.64752 0.79550
H 2.26798 -1.55540 1.76170
H 1.73289 -1.38669 -1.35453
H 1.25692 -2.60118 -0.08019
H 3.40596 -3.54122 0.25202
H 5.32558 -2.87349 0.92008
H 6.20567 -3.84085 -0.41905
H 6.95849 -0.75152 0.36276
H 3.25728 -0.58916 -2.58310
H 4.87088 -0.52187 -3.43554
H 3.95146 1.32293 -0.99368
H 3.46479 3.21723 -2.75594
H 2.20910 1.85616 -2.63766
H 3.49533 1.93853 -4.06722
H 5.64542 2.99220 -2.62643
H 6.03703 1.43813 0.13445
H 5.66704 3.24600 -0.20830
H 7.36580 2.55124 -0.57135
H 7.15924 0.20123 -2.22158
H 6.57428 0.77755 -3.85401
H 7.88420 1.74667 -3.02427
C -3.94555 -0.23753 -1.54673
O -3.79154 0.59173 -2.68901
C -4.45274 1.85264 -2.57503
C -3.44153 2.98802 -2.40741
N -2.79732 2.93884 -1.09628
C -1.60610 3.78369 -0.97664
C -0.43169 3.51700 -1.93111
O 0.24513 2.28503 -1.70157
C -0.38992 1.14662 -2.26523
H -3.59764 -1.23895 -1.80825
H -3.33726 0.12390 -0.71419
H -4.99250 -0.30355 -1.24045
H -5.19808 1.85572 -1.77269
H -4.98539 2.00679 -3.51875
H -3.95482 3.94844 -2.51996
H -2.71209 2.89446 -3.21826
H -2.52252 1.98340 -0.89784
H -1.23927 3.65706 0.04694
H -1.91201 4.83228 -1.07213
H 0.31337 4.29742 -1.74602
H -0.70867 3.61715 -2.98595
H -0.88570 1.37200 -3.21236
H -1.09419 0.71874 -1.55036
H 0.37662 0.38814 -2.45165
C -9.64185 -2.53692 2.23907
O -9.17399 -1.78865 3.35023
C -8.38387 -2.55132 4.26395
C -6.91072 -2.14584 4.18694
N -6.30201 -2.57901 2.93041
C -5.00300 -1.96248 2.64528
C -4.93741 -0.43106 2.53251
O -5.59940 0.10448 1.39202
C -7.00557 0.23882 1.53098
H -10.39660 -1.93913 1.72495
H -8.83367 -2.73950 1.53228
H -10.10191 -3.47667 2.55732
H -8.51279 -3.62910 4.11900
H -8.75226 -2.30831 5.26546
H -6.36823 -2.59771 5.02357
H -6.86776 -1.05817 4.30062
H -6.92762 -2.35550 2.16474
H -4.66487 -2.38159 1.69210
H -4.28612 -2.29499 3.40551
H -3.88266 -0.16541 2.40797
H -5.26434 0.07739 3.44578
H -7.30084 0.49742 2.55076
H -7.50311 -0.67499 1.20245
H -7.33671 1.04016 0.86491

***

18
Properties=species:S:1:pos:R:3 method="wB97M-V/def2-TZVPD" smiles="[H]/N=N/C(=[NH2+])C1(C)CC1" spin_multiplicity=1 total_charge=+1 de_lowest_ev=3.355 gap_ev=9.3340
C 0.87705 0.49799 0.04823
C -0.67967 -1.43664 -0.63969
C -0.80479 -1.33009 0.83713
C -0.48954 -0.08149 0.01550
C -1.60766 0.93506 -0.07885
N 1.92538 -0.20458 -0.27799
N 1.02546 1.82079 0.13245
N 2.94136 -0.68700 0.15605
H 0.19643 -1.92252 -1.04264
H -1.56575 -1.57753 -1.23812
H -1.78299 -1.35729 1.28477
H -1.68233 1.51920 0.83822
H -2.55065 0.40784 -0.20531
H -1.49634 1.59322 -0.93813
H 0.22432 2.43071 0.08015
H 1.94171 2.24428 0.14368
H -0.02651 -1.75915 1.45111
H 3.55453 -1.09278 -0.56654

***

11
Properties=species:S:1:pos:R:3 method="wB97M-V/def2-TZVPD" smiles="C=C=COC" spin_multiplicity=1 de_lowest_ev=3.883 gap_ev="9.4780 / 9.4773"
C -1.26142 0.59696 -0.29106
O -0.00753 0.81724 0.31005
C 0.89052 -1.27380 0.78687
C 1.60478 -0.67237 -0.16084
C 1.12597 0.50476 -0.50063
H -1.28619 -0.29503 -0.94032
H -1.51364 1.48064 -0.87678
H -2.00540 0.46113 0.50483
H 1.02670 -1.03826 1.84006
H 0.01500 -1.86645 0.52585
H 1.41122 1.28517 -1.19804

***

no.,maximum force (hartree/bohr)
1,0.099
2,0.092
3,0.015
4,0.094
5,0.044
6,0.021